Record 1
{
  "formula": "C5H9F",
  "method": "ωB97M-V with the def2-TZVPD basis set",
  "elements": ["C", "C", "C", "C", "C", "H", "H", "H", "H", "H", "H", "H", "H", "H", "F"],
  "coordinates": [[-2.328658, -0.752361, 0.009216], [-0.835357, -0.725296, -0.034366], [0.023538, 0.377762, -0.105208], [-0.358053, 1.811910, 0.025272], [1.382312, 0.189588, 0.070254], [-2.872141, -1.720800, -0.511916], [-2.838171, -0.988095, 1.122394], [-2.636367, 0.268640, -0.534224], [-0.394813, -1.632463, 0.086250], [-1.446669, 1.910061, 0.331257], [-0.199630, 2.215263, -1.094074], [0.325495, 2.513439, 0.694528], [1.669936, 0.499133, 1.049900], [2.040468, 0.947112, -0.586476], [2.116577, -1.046879, -0.038739]],
  "atomic_forces_ev_per_a": [[-2.9, -0.4, 0.0], [0.3, 3.9, 0.0], [-5.5, -3.4, 1.0], [-0.1, 2.2, -1.9], [7.4, 1.1, -1.0], [1.8, 2.6, 0.6], [1.6, 1.4, -2.6], [-0.3, -2.4, 1.6], [1.6, -2.5, 0.0], [1.5, 0.1, -0.4], [-0.6, -0.3, 2.4], [-1.3, -1.9, -1.2], [0.0, 0.4, 1.1], [-1.5, -1.5, 0.9], [-1.8, 0.6, -0.4]],
  "lowdin_charge": [-0.143, -0.123, -0.359, -0.077, -0.220, 0.105, 0.121, 0.095, 0.062, 0.081, 0.128, 0.121, 0.117, 0.169, -0.077],
  "de_lowest_ev": 2.5562
}

Record 2
{
  "formula": "C6H10O",
  "method": "ωB97M-V with the def2-TZVPD basis set",
  "elements": ["C", "C", "C", "C", "O", "C", "C", "H", "H", "H", "H", "H", "H", "H", "H", "H", "H"],
  "coordinates": [[1.775167, -0.607630, -0.200034], [0.762524, 0.318188, 0.454275], [0.020179, 1.354027, -0.439718], [-1.333656, 0.856577, 0.120603], [-2.001790, -0.076494, -0.737698], [-1.220823, -1.167484, -0.211098], [-0.604674, -0.267858, 0.881930], [2.064339, -1.420802, 0.476222], [2.676599, -0.057215, -0.485087], [1.373554, -1.061631, -1.112450], [1.227633, 0.821581, 1.308621], [0.274303, 2.399267, -0.238615], [0.095678, 1.171900, -1.517116], [-2.011933, 1.598330, 0.556837], [-0.480209, -1.544226, -0.929417], [-1.818349, -2.049559, 0.029968], [-0.777890, -0.486320, 1.939801]],
  "atomic_forces_ev_per_a": [[0.1, 0.0, 0.0], [0.2, 0.0, 0.1], [0.0, 0.1, -0.1], [-0.1, 0.3, 0.1], [-0.1, 0.0, -0.2], [0.2, -0.4, -0.1], [0.0, -0.2, 0.1], [0.0, 0.1, -0.1], [-0.1, -0.1, 0.1], [0.1, 0.1, 0.1], [-0.1, 0.0, -0.1], [-0.1, -0.2, 0.0], [0.0, 0.0, 0.1], [0.1, -0.2, -0.1], [-0.2, 0.3, 0.0], [-0.3, 0.3, 0.4], [0.0, -0.1, -0.3]],
  "lowdin_charge": [-0.073, -0.316, -0.071, -0.262, -0.078, -0.129, -0.158, 0.083, 0.078, 0.065, 0.134, 0.108, 0.121, 0.146, 0.099, 0.116, 0.138],
  "de_lowest_ev": 1.5616
}

Record 3
{
  "formula": "C4H5LiO2",
  "method": "ωB97M-V with the def2-TZVPD basis set",
  "elements": ["O", "C", "C", "H", "H", "H", "H", "C", "C", "O", "Li", "H"],
  "coordinates": [[-1.321123, -1.113923, 0.040008], [-3.251559, -0.835623, -1.268098], [-2.589065, -0.844458, -0.081399], [-4.276438, -1.205543, -1.320439], [3.276557, 2.666285, 1.155891], [-3.203830, -1.001382, 0.828125], [-2.746451, -0.550837, -2.195370], [3.761274, 1.713237, 0.871350], [3.004370, 0.721262, 0.484657], [2.136682, -0.036884, 0.266786], [0.404299, -1.037179, 0.096989], [4.805283, 1.525046, 1.121505]],
  "atomic_forces_ev_per_a": [[1.6, 1.4, 0.6], [0.0, 0.6, 0.2], [-0.9, -2.4, -0.8], [0.0, 0.9, 0.1], [0.3, -0.8, -0.4], [0.3, 0.2, -0.1], [0.0, -0.6, 0.2], [0.4, -0.2, 0.3], [-1.3, 0.9, 0.8], [0.8, -0.2, -0.4], [-0.8, 0.0, 0.0], [-0.3, 0.2, -0.3]],
  "lowdin_charge": [-0.372, -0.070, -0.479, 0.018, 0.096, 0.086, 0.024, 0.035, -0.235, 0.085, 0.736, 0.075],
  "de_lowest_ev": 0.6784
}

Repeat the second record exactly.
{
  "formula": "C6H10O",
  "method": "ωB97M-V with the def2-TZVPD basis set",
  "elements": ["C", "C", "C", "C", "O", "C", "C", "H", "H", "H", "H", "H", "H", "H", "H", "H", "H"],
  "coordinates": [[1.775167, -0.607630, -0.200034], [0.762524, 0.318188, 0.454275], [0.020179, 1.354027, -0.439718], [-1.333656, 0.856577, 0.120603], [-2.001790, -0.076494, -0.737698], [-1.220823, -1.167484, -0.211098], [-0.604674, -0.267858, 0.881930], [2.064339, -1.420802, 0.476222], [2.676599, -0.057215, -0.485087], [1.373554, -1.061631, -1.112450], [1.227633, 0.821581, 1.308621], [0.274303, 2.399267, -0.238615], [0.095678, 1.171900, -1.517116], [-2.011933, 1.598330, 0.556837], [-0.480209, -1.544226, -0.929417], [-1.818349, -2.049559, 0.029968], [-0.777890, -0.486320, 1.939801]],
  "atomic_forces_ev_per_a": [[0.1, 0.0, 0.0], [0.2, 0.0, 0.1], [0.0, 0.1, -0.1], [-0.1, 0.3, 0.1], [-0.1, 0.0, -0.2], [0.2, -0.4, -0.1], [0.0, -0.2, 0.1], [0.0, 0.1, -0.1], [-0.1, -0.1, 0.1], [0.1, 0.1, 0.1], [-0.1, 0.0, -0.1], [-0.1, -0.2, 0.0], [0.0, 0.0, 0.1], [0.1, -0.2, -0.1], [-0.2, 0.3, 0.0], [-0.3, 0.3, 0.4], [0.0, -0.1, -0.3]],
  "lowdin_charge": [-0.073, -0.316, -0.071, -0.262, -0.078, -0.129, -0.158, 0.083, 0.078, 0.065, 0.134, 0.108, 0.121, 0.146, 0.099, 0.116, 0.138],
  "de_lowest_ev": 1.5616
}